Record 1
{
  "formula": "C23H22AlN6O",
  "method": "ωB97M-V/def2-TZVPD",
  "homo_ev": -17.7,
  "multiplicity": 1,
  "gap_ev": 8.274,
  "e_above_lowest_kj_mol": 0.0,
  "charge": 3,
  "symbols": ["Al", "C", "C", "N", "C", "C", "C", "C", "C", "C", "C", "C", "C", "N", "C", "H", "H", "H", "H", "H", "H", "H", "H", "N", "C", "C", "C", "C", "C", "C", "C", "C", "N", "C", "H", "H", "H", "H", "H", "H", "H", "H", "C", "N", "C", "N", "O", "H", "H", "H", "H", "H", "H"],
  "positions_angstrom": [[0.31029, -0.12928, -0.28864], [0.76655, 0.21578, 3.96889], [0.90921, 0.44649, 2.60273], [0.27011, -0.28314, 1.69046], [-0.52515, -1.29813, 2.11318], [-0.73057, -1.60120, 3.45639], [-0.05513, -0.80157, 4.39842], [-1.59621, -2.69559, 3.79842], [-2.19565, -3.42554, 2.83377], [-1.97986, -3.13437, 1.44233], [-2.56567, -3.86647, 0.39184], [-2.29614, -3.51630, -0.90996], [-1.44312, -2.44820, -1.16732], [-0.86281, -1.73370, -0.20198], [-1.14448, -2.07847, 1.09066], [1.29984, 0.83818, 4.67401], [1.54749, 1.24180, 2.23650], [-0.18553, -0.99448, 5.45700], [-1.75748, -2.92533, 4.84398], [-2.84715, -4.25042, 3.09299], [-3.22528, -4.69706, 0.61473], [-2.73309, -4.05576, -1.73884], [-1.23948, -2.17573, -2.19299], [0.31498, -0.00070, -2.35448], [-0.58526, 1.08088, -2.76735], [-0.87250, 1.38593, -4.06545], [-1.74029, 2.45939, -4.35901], [-2.28974, 3.19907, -3.34952], [-1.99920, 2.89458, -1.99734], [-2.53348, 3.60942, -0.90420], [-2.20924, 3.24025, 0.37717], [-1.35362, 2.16087, 0.57744], [-0.81567, 1.46168, -0.42190], [-1.13809, 1.82184, -1.71226], [1.26112, 0.22051, -2.66395], [0.07850, -0.84613, -2.86897], [-0.43946, 0.81203, -4.87785], [-1.96229, 2.69227, -5.39154], [-2.95374, 4.02548, -3.57093], [-3.19913, 4.44518, -1.08487], [-2.60755, 3.76675, 1.23300], [-1.10288, 1.85284, 1.58334], [5.46524, 1.19429, -0.37193], [4.00190, 1.06165, -0.36881], [3.35929, -0.08909, -0.30797], [4.02506, -1.23493, -0.25255], [2.06946, -0.11119, -0.31477], [5.70976, 2.24982, -0.42353], [5.89721, 0.69738, -1.24006], [5.89193, 0.79174, 0.54676], [3.44239, 1.89615, -0.43851], [5.03270, -1.26069, -0.23500], [3.53192, -2.10878, -0.18152]],
  "lowdin_charge": [0.26, 0.02, -0.05, 0.07, -0.11, -0.10, 0.08, 0.04, 0.04, -0.10, 0.08, 0.02, -0.04, 0.10, -0.10, 0.14, 0.14, 0.15, 0.14, 0.14, 0.15, 0.14, 0.12, 0.14, -0.19, 0.04, 0.00, 0.03, -0.11, 0.08, 0.01, -0.04, 0.09, -0.13, 0.14, 0.12, 0.14, 0.13, 0.14, 0.15, 0.14, 0.12, -0.01, 0.07, -0.47, 0.26, 0.05, 0.11, 0.11, 0.11, 0.16, 0.13, 0.15]
}

---

Record 2
{
  "formula": "C23H22AuBrN6O2Se",
  "method": "ωB97M-V/def2-TZVPD",
  "homo_ev": -13.5,
  "multiplicity": 1,
  "gap_ev": 5.937,
  "e_above_lowest_kj_mol": 6.7,
  "charge": 2,
  "symbols": ["Au", "Se", "N", "C", "C", "C", "C", "C", "N", "C", "C", "N", "C", "C", "C", "C", "C", "N", "H", "H", "H", "H", "H", "H", "C", "C", "C", "C", "N", "N", "H", "H", "H", "H", "H", "H", "H", "H", "H", "H", "H", "H", "Br", "C", "C", "C", "C", "C", "C", "C", "O", "O", "H", "H", "H", "H"],
  "positions_angstrom": [[-0.01901, 0.47687, -0.35784], [4.70846, 6.33093, 0.53225], [4.87269, 4.58802, 0.79955], [3.72868, 4.04096, 0.48020], [3.47201, 2.60946, 0.55769], [4.41710, 1.65991, 0.96885], [4.07125, 0.32649, 0.99406], [2.78934, -0.05954, 0.61172], [1.89821, 0.84566, 0.22410], [2.21269, 2.16222, 0.19063], [1.17184, 3.06791, -0.26415], [-0.02191, 2.51395, -0.60413], [-0.99665, 3.29572, -1.06905], [-0.83720, 4.66779, -1.19915], [0.36172, 5.24663, -0.83959], [1.39567, 4.43586, -0.36509], [2.70666, 4.93881, 0.02344], [3.03152, 6.20514, -0.02170], [5.40557, 1.99226, 1.25895], [4.77599, -0.43092, 1.30503], [2.46372, -1.09034, 0.61299], [-1.92427, 2.82662, -1.36163], [-1.65536, 5.26008, -1.58254], [0.52390, 6.31347, -0.92583], [-2.08084, -0.31358, 2.10717], [-3.19305, -0.72442, 1.13868], [-4.28210, 0.34669, 1.08586], [-3.79331, -2.05921, 1.56906], [-2.72411, -0.97175, -0.25315], [-1.99979, 0.09178, -0.87163], [-2.50299, -0.19392, 3.10368], [-1.63854, 0.65588, 1.84883], [-1.29253, -1.06915, 2.15568], [-4.68794, 0.50524, 2.08405], [-5.09088, 0.04767, 0.42126], [-3.91111, 1.32685, 0.76028], [-4.25951, -1.95854, 2.54806], [-3.02070, -2.82716, 1.64191], [-4.55130, -2.38790, 0.85898], [-2.16325, -1.81666, -0.30932], [-2.56237, 0.92488, -0.70883], [-1.99097, -0.10266, -1.87464], [1.27398, -6.44187, 1.50526], [0.88281, -5.55137, -0.10800], [0.81133, -6.26807, -1.29574], [0.51631, -5.60972, -2.48205], [0.29385, -4.24381, -2.48812], [0.36735, -3.53575, -1.29088], [0.66611, -4.18635, -0.09370], [0.12146, -2.08294, -1.32250], [-0.22127, -1.44642, -2.30509], [0.25166, -1.46529, -0.13243], [0.98744, -7.33488, -1.29050], [0.46065, -6.17165, -3.40395], [0.06331, -3.71917, -3.40486], [0.71762, -3.64069, 0.83791]],
  "lowdin_charge": [1.40, 1.27, -0.20, -0.33, -0.05, 0.07, 0.02, -0.04, -0.03, -0.12, -0.12, -0.04, -0.07, 0.02, 0.07, -0.05, -0.33, -0.20, 0.14, 0.13, 0.13, 0.12, 0.13, 0.14, -0.05, -0.61, -0.03, -0.02, 0.01, -0.03, 0.10, 0.05, 0.08, 0.10, 0.10, 0.07, 0.10, 0.09, 0.10, 0.12, 0.09, 0.13, 0.80, -0.68, -0.08, -0.03, 0.00, -0.15, -0.07, -0.55, 0.04, -0.22, 0.12, 0.12, 0.13, 0.10]
}

---

Record 3
{
  "formula": "C23H22BiBrF6GeP",
  "method": "ωB97M-V/def2-TZVPD",
  "homo_ev": -12.4,
  "multiplicity": 1,
  "gap_ev": 8.743,
  "charge": 1,
  "symbols": ["Bi", "F", "C", "C", "F", "C", "F", "C", "P", "C", "C", "C", "C", "C", "C", "C", "C", "C", "C", "C", "C", "C", "Br", "C", "F", "H", "H", "H", "H", "H", "H", "H", "H", "H", "H", "F", "C", "F", "H", "C", "Ge", "C", "C", "C", "H", "H", "H", "H", "H", "H", "H", "H", "H", "H", "H"],
  "positions_angstrom": [[0.32203, 0.34940, -0.12220], [-6.42713, 3.56541, 1.89807], [-5.48524, 2.72808, 1.52411], [-5.82024, 1.46693, 1.05641], [-7.08439, 1.09480, 0.99088], [-4.81925, 0.60219, 0.65598], [-5.19712, -0.59245, 0.20745], [-3.46326, 0.93653, 0.71814], [-2.25566, -0.31913, 0.11640], [-2.79141, -0.60168, -1.60026], [-3.53145, -1.70912, -2.00804], [-3.93269, -1.81611, -3.33037], [-3.61316, -0.82168, -4.24339], [-2.87961, 0.28420, -3.83836], [-2.46075, 0.39225, -2.52316], [-2.57329, -1.77767, 1.13352], [-3.08413, -1.64790, 2.42232], [-3.28109, -2.77791, 3.19720], [-2.96156, -4.03286, 2.69849], [-2.43214, -4.16208, 1.42310], [-2.22887, -3.03661, 0.64146], [-3.15397, 2.20371, 1.20861], [-1.38342, 2.82097, 1.40531], [-4.15051, 3.08840, 1.59708], [-3.83217, 4.29207, 2.04832], [-3.81228, -2.47274, -1.29852], [-4.50272, -2.68132, -3.64224], [-3.94561, -0.90602, -5.26935], [-2.62777, 1.05588, -4.55394], [-1.89302, 1.26236, -2.20719], [-3.32367, -0.67306, 2.82857], [-3.68644, -2.67850, 4.19511], [-3.12064, -4.91068, 3.31036], [-2.17990, -5.13933, 1.03391], [-1.81164, -3.14555, -0.35184], [1.87327, 0.11508, 2.49488], [0.55187, 0.08238, 2.18577], [0.07603, -1.14225, 2.54333], [0.03467, 0.84090, 2.77771], [-0.06905, -3.55611, -2.92843], [1.26760, -2.23505, -2.34630], [1.16323, -0.65476, -3.52376], [3.07619, -2.99327, -2.41593], [0.89457, -1.77548, -0.44207], [0.17359, -3.87946, -3.94123], [-1.08038, -3.14573, -2.92898], [-0.04544, -4.43330, -2.28045], [1.43391, -0.97885, -4.53005], [1.86224, 0.13315, -3.23771], [0.15560, -0.24408, -3.57088], [3.24861, -3.45656, -3.38786], [3.19867, -3.76001, -1.65117], [3.83511, -2.22487, -2.26918], [1.80615, -1.90111, 0.14745], [0.13793, -2.42147, -0.00269]],
  "lowdin_charge": [1.39, 0.18, -0.12, -0.13, 0.17, -0.21, 0.12, -0.29, 0.98, -0.36, -0.09, -0.05, -0.05, -0.06, -0.12, -0.37, -0.08, -0.05, -0.05, -0.04, -0.11, -0.56, 0.85, -0.26, 0.10, 0.11, 0.12, 0.12, 0.12, 0.09, 0.11, 0.12, 0.12, 0.12, 0.09, -0.02, -0.57, -0.03, 0.05, -0.21, 0.74, -0.24, -0.22, -0.53, 0.03, 0.00, 0.02, 0.03, 0.02, -0.01, 0.02, 0.02, 0.02, 0.00, -0.04]
}

---

Record 4
{
  "formula": "C23H22BrN3O3",
  "method": "ωB97M-V/def2-TZVPD",
  "homo_ev": -8.4,
  "multiplicity": 1,
  "gap_ev": 8.985,
  "e_above_lowest_kj_mol": 0.0,
  "charge": 0,
  "smiles": "Cc1n[nH]c(C)c1C(=O)C[C@@]1(O)C(=O)N(CCc2ccccc2)c2ccc(Br)cc21",
  "symbols": ["C", "C", "N", "N", "C", "C", "C", "O", "C", "H", "H", "C", "C", "C", "C", "C", "C", "C", "N", "C", "O", "C", "H", "H", "C", "C", "C", "C", "C", "C", "C", "H", "H", "H", "H", "H", "H", "H", "H", "H", "Br", "H", "O", "H", "C", "H", "H", "H", "H", "H", "H", "H"],
  "positions_angstrom": [[3.75896, 2.71243, 0.55586], [3.70817, 1.68787, -0.52144], [4.79074, 1.00909, -0.83559], [4.45405, 0.20662, -1.85411], [3.18148, 0.36387, -2.24272], [2.63522, 1.32281, -1.38479], [1.25498, 1.75517, -1.45956], [0.61720, 1.71962, -2.50060], [0.56987, 2.19471, -0.17625], [1.22985, 2.14309, 0.68536], [0.18334, 3.20947, -0.29254], [-0.63895, 1.24688, 0.03247], [-1.29891, 1.44516, 1.37053], [-2.01012, 2.51596, 1.85511], [-2.53071, 2.41003, 3.14018], [-2.35315, 1.27507, 3.91249], [-1.64426, 0.19158, 3.41321], [-1.12157, 0.28666, 2.13601], [-0.38056, -0.64601, 1.42482], [-0.07975, -0.19016, 0.17233], [0.57163, -0.79153, -0.65025], [-0.17156, -2.01780, 1.81643], [0.13184, -2.05263, 2.86599], [0.64030, -2.39640, 1.18992], [-1.44147, -2.85456, 1.57677], [-1.85162, -2.71266, 0.13719], [-2.72774, -1.70560, -0.24551], [-3.01683, -1.49422, -1.58173], [-2.43289, -2.29144, -2.54980], [-1.56898, -3.30691, -2.17627], [-1.27773, -3.51373, -0.84079], [-0.59053, -4.29711, -0.55297], [-1.11153, -3.93270, -2.92884], [-2.64783, -2.12029, -3.59417], [-3.68376, -0.69390, -1.86311], [-3.18222, -1.07312, 0.50518], [-1.22259, -3.89531, 1.81958], [-2.23931, -2.50025, 2.23245], [-1.51518, -0.69314, 4.01588], [-2.77348, 1.23127, 4.90537], [-3.51347, 3.87290, 3.86030], [-2.16920, 3.39997, 1.25876], [-1.57228, 1.35908, -0.99908], [-1.06929, 1.41155, -1.83806], [2.53959, -0.42251, -3.31472], [1.64623, -0.89730, -2.90972], [3.21709, -1.17965, -3.70253], [2.22152, 0.23374, -4.12276], [5.14022, -0.42511, -2.23753], [3.33340, 2.32507, 1.48198], [4.79862, 2.96666, 0.74435], [3.21316, 3.60772, 0.26692]],
  "lowdin_charge": [-0.03, -0.30, 0.08, 0.04, -0.22, -0.07, -0.33, 0.09, 0.01, 0.12, 0.15, -0.36, -0.08, -0.04, -0.67, -0.12, 0.00, -0.15, 0.03, -0.33, 0.13, -0.11, 0.13, 0.13, -0.11, -0.24, -0.05, -0.08, -0.08, -0.08, -0.05, 0.11, 0.10, 0.10, 0.11, 0.12, 0.12, 0.11, 0.11, 0.10, 0.72, 0.12, 0.05, 0.09, 0.00, 0.08, 0.08, 0.09, 0.16, 0.08, 0.08, 0.08]
}